Computed, not measured: a structure of composition C23H20F42N8O28S14, with ωB97M-V with the def2-TZVPD basis set.

Positions of all 135 atoms, in Å:
C: -7.2773 -21.9153 3.9664
C: -7.2318 -23.4197 4.1712
C: -6.3693 -24.0782 3.0874
N: -6.6386 -25.5758 2.8839
C: -6.6922 -26.3753 4.1846
C: -5.3051 -26.4653 4.7404
C: -4.3276 -27.0240 3.6813
C: -4.2543 -26.2586 2.3702
C: -5.6677 -26.0526 1.8117
C: -8.0179 -25.7571 2.2961
H: -8.1433 -21.5489 4.5324
H: -7.4540 -21.5485 2.9581
H: -6.4447 -21.3776 4.4213
H: -8.2720 -23.6945 3.9839
H: -6.8313 -23.7117 5.1388
H: -5.3014 -23.9014 3.1962
H: -6.6450 -23.6371 2.1290
H: -7.4021 -25.9366 4.8821
H: -7.0674 -27.3644 3.9179
H: -4.9411 -25.5267 5.1717
H: -5.2191 -27.1295 5.6044
H: -3.3242 -27.2503 4.0388
H: -4.7920 -27.9786 3.4049
H: -3.5986 -25.3836 2.3540
H: -3.6757 -26.8697 1.6694
H: -5.6972 -25.3133 1.0151
H: -6.0378 -27.0287 1.4961
H: -8.8094 -25.4019 2.9476
H: -8.1735 -26.8054 2.0485
H: -8.0492 -25.1914 1.3641
C: -14.0093 -25.2753 -5.0797
F: -13.3341 -24.7690 -6.1143
F: -15.2878 -25.4789 -5.4883
F: -13.4436 -26.4538 -4.8192
S: -14.0527 -24.2509 -3.4817
O: -14.2113 -22.8847 -3.8959
O: -15.2076 -24.6881 -2.7125
N: -12.5274 -24.4899 -2.8684
S: -12.7017 -25.4041 -1.5785
O: -13.2925 -24.6637 -0.4854
O: -13.2743 -26.6985 -1.8547
C: -10.9130 -25.6563 -1.0844
F: -10.4118 -24.4662 -0.7364
F: -10.7876 -26.5909 -0.1392
F: -10.2407 -26.1605 -2.1344
C: -2.9441 -25.3609 -3.2964
F: -2.0999 -24.3213 -3.2788
F: -2.2234 -26.4810 -3.3568
F: -3.6828 -25.3735 -2.2087
S: -3.9729 -25.2176 -4.9414
O: -3.7759 -23.8536 -5.3974
O: -3.5230 -26.2428 -5.8682
N: -5.5182 -25.6216 -4.5187
S: -6.3460 -24.3932 -3.9277
O: -5.5914 -23.4574 -3.1099
O: -7.1922 -23.8079 -4.9586
C: -7.4721 -25.3096 -2.6917
F: -6.7500 -25.5579 -1.6044
F: -8.4550 -24.4951 -2.3273
F: -7.9518 -26.4284 -3.2437
C: -0.5460 -21.7215 8.8024
F: -0.7823 -22.6901 9.6766
F: -0.7173 -20.5329 9.3967
F: 0.7399 -21.8178 8.4173
S: -1.7830 -21.8679 7.3436
O: -1.6636 -20.6646 6.5715
O: -1.3961 -23.0625 6.6223
N: -3.1990 -22.0355 8.2262
S: -4.2661 -21.6596 7.1460
O: -4.4626 -20.2164 7.1238
O: -4.1851 -22.3162 5.8262
C: -5.8347 -22.4526 7.9075
F: -6.0743 -21.9259 9.1135
F: -6.8354 -22.2072 7.0874
F: -5.6177 -23.7498 8.0608
C: -5.3084 -28.8010 8.8543
F: -6.2446 -28.2396 8.1022
F: -5.5485 -30.1216 8.8943
F: -4.1095 -28.6132 8.3646
S: -5.6078 -28.2475 10.6698
O: -5.5757 -26.8032 10.5644
O: -6.8469 -28.8581 11.0905
N: -4.2363 -28.9819 11.4067
S: -3.9655 -27.9813 12.5651
O: -3.1266 -26.8670 12.1898
O: -5.1078 -27.5808 13.3713
C: -2.9382 -28.9721 13.9003
F: -1.8434 -29.5163 13.3557
F: -2.5912 -28.1421 14.8758
F: -3.6445 -29.9993 14.3966
C: -5.6148 -34.4022 0.5600
F: -6.6427 -34.7886 -0.2214
F: -5.7316 -35.1264 1.6908
F: -4.4718 -34.7134 -0.0597
S: -5.7158 -32.5317 0.7663
O: -4.3803 -32.0023 0.6212
O: -6.6868 -32.1681 -0.2412
N: -6.3023 -32.4677 2.3829
S: -6.2205 -30.9005 2.7021
O: -4.9182 -30.4406 3.1112
O: -6.9471 -30.0610 1.7741
C: -7.3448 -30.7470 4.2120
F: -8.6195 -30.9835 3.9065
F: -6.9943 -31.6107 5.1851
F: -7.2387 -29.4883 4.6763
C: -6.9289 -19.6458 0.4716
F: -6.3193 -19.5872 1.6545
F: -8.2461 -19.6496 0.6170
F: -6.6447 -18.4645 -0.1401
S: -6.2860 -21.1107 -0.5532
O: -6.9153 -22.2659 0.0518
O: -6.7094 -20.8622 -1.9035
N: -4.6414 -20.9909 -0.3967
S: -4.1705 -22.0262 0.7084
O: -4.3767 -21.5850 2.0847
O: -4.5243 -23.4151 0.4618
C: -2.2856 -21.9051 0.5071
F: -1.7409 -22.8631 1.2440
F: -1.8517 -22.0984 -0.7419
F: -1.8834 -20.6813 0.8494
C: -11.4360 -28.0964 4.0457
F: -12.1638 -28.2328 5.1473
F: -10.7458 -26.9728 4.0775
F: -10.5976 -29.1159 4.0082
S: -12.5088 -28.0861 2.4563
O: -12.8789 -26.7114 2.2221
O: -11.5153 -28.6539 1.5653
N: -13.7676 -29.0962 2.9598
S: -13.9787 -30.0348 1.7899
O: -14.1310 -29.3977 0.5068
O: -13.0944 -31.1956 1.8075
C: -15.8034 -30.6043 2.0422
F: -16.1639 -31.5252 1.1365
F: -15.9794 -31.2334 3.2285
F: -16.6409 -29.5767 2.0143

HOMO-LUMO gap ... 7.147 eV
Energy above the lowest of the compared OMol25 structures with the same formula, charge and spin ... 0.0 kJ/mol
Net charge ... -6
Largest force on an atom ... 4.507 eV Å⁻¹